{
  "formula": "C23H47GaI2N4O3P",
  "method": "wB97M-V/def2-TZVPD",
  "charge": -1,
  "gap_ev": 6.278,
  "spin_multiplicity": 1,
  "molar_mass_da": 782.16,
  "total_energy_ha": -4210.8678,
  "elements": ["C", "C", "I", "C", "I", "Ga", "C", "C", "C", "N", "O", "C", "C", "C", "N", "C", "C", "P", "O", "O", "H", "H", "H", "H", "H", "H", "H", "H", "H", "H", "H", "H", "H", "H", "H", "H", "H", "C", "C", "N", "C", "C", "C", "C", "H", "H", "H", "H", "H", "H", "H", "H", "H", "H", "H", "H", "H", "H", "H", "C", "C", "N", "C", "C", "C", "C", "H", "H", "H", "H", "H", "H", "H", "H", "H", "H", "H", "H", "H", "H", "H"],
  "xyz": [[0.01, -4.44, 2.69], [0.14, -2.84, 2.58], [-0.35, -2.09, 4.56], [-0.84, -2.37, 1.44], [-0.17, -3.46, -0.36], [-0.76, -0.37, 0.93], [-2.32, 0.17, -0.34], [-3.31, -1.02, -0.66], [-4.56, -1.08, 0.25], [-4.84, -2.29, 0.99], [-5.33, -0.15, 0.32], [0.96, -0.05, -0.14], [2.27, -0.60, 0.19], [3.48, -0.42, -0.57], [3.48, 0.33, -1.69], [2.30, 0.89, -2.01], [1.02, 0.78, -1.36], [-0.87, 1.14, 2.74], [-2.19, 0.74, 3.78], [-1.40, 2.59, 2.00], [0.08, -4.69, 3.78], [0.89, -4.90, 2.18], [-0.95, -4.79, 2.25], [1.21, -2.65, 2.38], [-1.89, -2.68, 1.67], [-1.90, 0.58, -1.29], [-2.93, 0.99, 0.11], [-3.69, -0.84, -1.70], [-2.84, -2.03, -0.67], [-5.81, -2.29, 1.31], [-4.21, -2.38, 1.79], [2.35, -1.22, 1.11], [4.41, -0.91, -0.24], [2.31, 1.54, -2.92], [0.12, 1.30, -1.74], [-1.75, 0.68, 4.65], [-1.30, 3.31, 2.64], [-2.93, 1.53, -8.15], [-3.73, 0.98, -6.98], [-3.13, 1.25, -5.69], [-3.70, 0.47, -4.60], [-5.17, 0.70, -4.26], [-2.87, 2.65, -5.38], [-4.05, 3.62, -5.43], [-1.89, 1.19, -8.11], [-3.35, 1.18, -9.09], [-2.93, 2.62, -8.17], [-3.79, -0.10, -7.11], [-4.76, 1.36, -7.04], [-3.10, 0.61, -3.70], [-3.57, -0.59, -4.85], [-5.33, 1.65, -3.75], [-5.51, -0.09, -3.58], [-5.81, 0.66, -5.14], [-2.11, 3.02, -6.08], [-2.39, 2.73, -4.40], [-4.65, 3.51, -6.34], [-3.68, 4.65, -5.41], [-4.71, 3.51, -4.57], [6.45, 0.25, 2.34], [6.27, 0.35, 3.85], [4.92, 0.68, 4.25], [4.81, 1.09, 5.64], [5.16, 0.07, 6.72], [3.87, -0.22, 3.78], [4.00, -1.70, 4.13], [6.08, 1.15, 1.84], [7.50, 0.14, 2.09], [5.92, -0.61, 1.93], [6.94, 1.15, 4.20], [6.63, -0.58, 4.31], [3.80, 1.47, 5.83], [5.46, 1.97, 5.78], [4.40, -0.70, 6.81], [5.23, 0.57, 7.69], [6.12, -0.41, 6.54], [3.82, -0.13, 2.69], [2.90, 0.15, 4.12], [5.00, -2.10, 3.92], [3.29, -2.28, 3.53], [3.76, -1.90, 5.18]],
  "mulliken_charge": [-1.199, -0.116, 0.040, -0.819, -0.057, 0.225, -0.170, 0.179, 0.367, -0.538, -0.601, 0.297, 0.423, -0.405, -0.660, -0.198, -0.460, 0.143, -0.540, -0.535, 0.434, 0.321, 0.284, 0.191, 0.472, -0.280, 0.415, -0.225, 0.059, 0.304, 0.225, -0.010, 0.299, 0.285, 0.310, 0.265, 0.283, -1.431, -0.368, 0.186, -0.290, -1.089, -0.550, -0.993, 0.328, 0.439, 0.290, 0.441, 0.284, -0.019, 0.316, 0.193, 0.447, 0.352, 0.387, 0.203, 0.240, 0.394, 0.260, -1.367, -0.376, 0.197, -0.697, -0.975, -0.503, -0.755, 0.340, 0.470, 0.193, 0.476, 0.268, 0.345, 0.425, 0.222, 0.405, 0.269, 0.026, 0.326, 0.260, 0.200, 0.226]
}


{
  "formula": "C14H42N14O28",
  "method": "wB97M-V/def2-TZVPD",
  "relative_energy_ev": 0.863,
  "gap_ev": 9.577,
  "spin_multiplicity": 1,
  "molar_mass_da": 854.56,
  "total_energy_ha": -3430.6010,
  "elements": ["C", "N", "O", "O", "H", "H", "H", "C", "N", "O", "O", "H", "H", "H", "C", "N", "O", "O", "H", "H", "H", "C", "N", "O", "O", "H", "H", "H", "C", "N", "O", "O", "H", "H", "H", "C", "N", "O", "O", "H", "H", "H", "C", "N", "O", "O", "H", "H", "H", "C", "N", "O", "O", "H", "H", "H", "C", "N", "O", "O", "H", "H", "H", "C", "N", "O", "O", "H", "H", "H", "C", "N", "O", "O", "H", "H", "H", "C", "N", "O", "O", "H", "H", "H", "C", "N", "O", "O", "H", "H", "H", "C", "N", "O", "O", "H", "H", "H"],
  "xyz": [[2.58, -4.10, 1.75], [1.70, -2.90, 1.71], [1.44, -2.40, 2.79], [1.32, -2.53, 0.62], [3.45, -3.79, 2.33], [2.91, -4.30, 0.73], [2.10, -4.92, 2.27], [-0.87, -0.44, 0.26], [0.27, 0.48, -0.01], [0.42, 0.77, -1.19], [0.94, 0.90, 0.90], [-1.78, 0.13, 0.43], [-0.73, -0.95, 1.21], [-0.89, -1.13, -0.58], [1.89, 3.91, -1.56], [2.79, 4.34, -2.63], [3.33, 5.42, -2.54], [3.05, 3.55, -3.53], [1.24, 4.76, -1.36], [2.50, 3.73, -0.68], [1.33, 3.01, -1.80], [-2.31, 3.12, -0.11], [-1.86, 4.39, 0.54], [-0.67, 4.43, 0.80], [-2.67, 5.28, 0.61], [-3.38, 3.10, -0.25], [-2.07, 2.32, 0.59], [-1.71, 2.99, -1.01], [4.61, 0.73, -4.21], [4.11, 0.09, -2.95], [4.82, -0.78, -2.47], [3.05, 0.47, -2.48], [4.96, -0.01, -4.91], [5.39, 1.42, -3.88], [3.83, 1.33, -4.67], [2.15, 3.59, 2.53], [2.33, 5.03, 2.27], [2.56, 5.71, 3.25], [2.25, 5.44, 1.14], [1.27, 3.47, 3.14], [3.01, 3.27, 3.11], [2.08, 3.00, 1.62], [1.80, -2.38, -2.49], [0.34, -2.44, -2.78], [-0.04, -1.86, -3.77], [-0.37, -3.03, -1.98], [2.15, -3.33, -2.13], [1.94, -1.55, -1.80], [2.30, -2.09, -3.41], [-6.29, -0.63, -0.84], [-5.04, -0.65, -0.05], [-4.24, 0.23, -0.35], [-4.82, -1.50, 0.79], [-6.96, -1.40, -0.47], [-5.95, -0.83, -1.85], [-6.80, 0.33, -0.74], [0.70, -0.33, 4.87], [1.73, 0.65, 5.30], [2.86, 0.46, 4.88], [1.39, 1.61, 5.95], [-0.14, -0.22, 5.54], [1.13, -1.33, 4.92], [0.44, -0.06, 3.85], [-2.15, -3.07, 1.86], [-3.03, -4.28, 1.81], [-2.93, -5.08, 0.91], [-3.91, -4.31, 2.66], [-2.72, -2.34, 1.29], [-1.16, -3.30, 1.48], [-2.12, -2.77, 2.90], [-4.32, -0.01, 3.62], [-2.87, 0.30, 3.82], [-2.11, 0.03, 2.92], [-2.57, 0.86, 4.84], [-4.66, 0.64, 2.82], [-4.87, 0.22, 4.52], [-4.42, -1.06, 3.35], [-3.43, -3.58, -1.80], [-3.99, -3.18, -3.13], [-3.50, -3.74, -4.08], [-4.99, -2.49, -3.15], [-2.79, -2.80, -1.40], [-2.82, -4.45, -2.01], [-4.24, -3.87, -1.13], [0.78, 1.33, -4.77], [-0.33, 1.30, -5.75], [-0.68, 0.21, -6.18], [-0.80, 2.37, -6.11], [1.18, 0.32, -4.72], [0.32, 1.53, -3.80], [1.47, 2.11, -5.06], [3.90, -0.56, 0.97], [5.10, -0.05, 1.69], [4.90, 0.98, 2.31], [6.14, -0.65, 1.58], [3.66, -0.01, 0.07], [3.05, -0.58, 1.65], [4.04, -1.64, 0.81]],
  "mulliken_charge": [-1.031, 0.684, -0.386, -0.229, 0.386, 0.283, 0.327, -0.029, 1.091, -0.340, -0.328, 0.109, -0.264, -0.227, -0.257, 0.953, -0.573, -0.545, 0.389, 0.196, -0.207, -0.358, 0.931, -0.498, -0.560, 0.302, -0.098, 0.222, -0.805, 0.759, -0.509, -0.199, 0.310, 0.327, 0.203, -0.379, 0.996, -0.601, -0.539, 0.251, 0.395, -0.128, -0.555, 1.062, -0.585, -0.517, 0.222, 0.007, 0.379, -0.805, 0.884, -0.456, -0.507, 0.288, 0.305, 0.316, -0.328, 0.932, -0.542, -0.563, 0.292, 0.235, -0.040, 0.057, 0.980, -0.589, -0.583, -0.232, 0.057, 0.313, -0.777, 0.683, -0.163, -0.511, 0.239, 0.321, 0.241, -0.472, 1.017, -0.552, -0.612, -0.178, 0.405, 0.397, -0.320, 0.997, -0.543, -0.592, 0.084, 0.041, 0.314, -0.134, 1.023, -0.542, -0.601, 0.041, -0.145, 0.288]
}